Density functional theory data (ωB97M-V/def2-TZVPD) for 5 unconnected molecules or ions with the total composition C26H55BCl8NO8P2S at a distorted geometry.

Geometry (Å):
C1 -5.10 -3.87 3.63
C2 -3.92 -4.85 3.13
C3 -4.48 -5.77 1.91
C4 -4.77 -4.90 0.61
C5 -3.42 -4.49 -0.16
C6 -3.82 -3.61 -1.47
C7 -2.99 -2.24 -1.38
C8 -2.34 -1.78 -2.79
C9 -1.39 -0.54 -2.45
C10 -0.34 -0.17 -3.59
C11 -0.14 1.39 -3.85
C12 0.17 2.25 -2.54
S1 -1.40 3.32 -2.39
O1 0.55 1.60 -1.33
B1 1.23 2.49 -0.36
C13 2.13 1.47 0.58
C14 3.69 1.40 0.24
N1 4.07 0.38 -0.80
C15 3.66 -1.00 -0.43
C16 2.49 -1.53 -1.42
C17 5.56 0.39 -0.81
C18 6.40 1.02 -2.02
O2 6.25 -0.06 0.14
P1 -0.15 3.09 0.88
O3 0.54 3.94 2.23
O4 -0.94 1.65 1.39
O5 1.89 3.47 -1.23
C19 1.40 3.34 -2.61
C20 1.13 4.75 -3.33
C21 0.81 5.94 -2.28
C22 2.17 6.53 -1.68
O6 1.89 7.02 -0.35
P2 2.93 2.71 -3.54
O7 2.97 1.00 -3.63
O8 4.37 3.39 -2.94
H1 -4.66 -2.82 3.72
H2 -5.99 -3.89 2.91
H3 -5.49 -4.23 4.65
H4 -3.08 -4.20 2.70
H5 -3.47 -5.47 3.96
H6 -3.67 -6.53 1.66
H7 -5.44 -6.29 2.28
H8 -5.40 -5.50 -0.12
H9 -5.30 -3.92 0.88
H10 -2.81 -3.88 0.59
H11 -2.78 -5.38 -0.45
H12 -4.92 -3.33 -1.30
H13 -3.64 -4.16 -2.44
H14 -2.10 -2.28 -0.65
H15 -3.63 -1.35 -1.01
H16 -3.15 -1.40 -3.50
H17 -1.73 -2.64 -3.25
H18 -1.96 0.40 -2.13
H19 -0.77 -0.84 -1.53
H20 0.69 -0.63 -3.46
H21 -0.75 -0.61 -4.58
H22 -1.11 1.78 -4.32
H23 0.66 1.50 -4.67
H24 -1.57 3.93 -3.64
H25 1.60 0.47 0.60
H26 2.07 1.88 1.66
H27 4.24 1.10 1.21
H28 4.11 2.44 -0.02
H29 4.49 -1.77 -0.47
H30 3.19 -1.05 0.62
H31 1.69 -0.73 -1.50
H32 2.93 -1.84 -2.42
H33 1.97 -2.46 -0.99
H34 6.48 2.15 -1.83
H35 7.43 0.54 -1.98
H36 5.94 0.78 -3.03
H37 0.57 4.87 1.91
H38 -1.00 1.60 2.36
H39 0.38 4.68 -4.18
H40 2.13 5.05 -3.82
H41 0.06 5.61 -1.49
H42 0.30 6.78 -2.87
H43 2.52 7.36 -2.38
H44 2.99 5.73 -1.68
H45 1.34 6.32 0.07
H46 3.87 0.66 -3.78
H47 4.25 3.84 -2.07
C23 -0.10 -6.54 4.05
Cl1 -0.54 -4.95 3.43
Cl2 -1.36 -7.19 5.11
H48 0.03 -7.22 3.21
H49 0.82 -6.46 4.61
C24 -0.91 3.19 5.40
Cl3 0.18 2.99 6.78
Cl4 -1.79 1.70 5.06
H50 -1.63 3.98 5.64
H51 -0.33 3.47 4.53
C25 -4.42 5.74 -1.75
Cl5 -4.24 4.26 -2.69
Cl6 -4.60 7.15 -2.81
H52 -5.31 5.66 -1.13
H53 -3.54 5.88 -1.13
C26 3.14 -6.23 7.26
Cl7 1.96 -6.93 8.38
Cl8 2.92 -6.88 5.63
H54 3.00 -5.15 7.23
H55 4.14 -6.47 7.61

Charge: -1
Multiplicity: 1
Total energy in Eh: -6467.5760
Gap between HOMO and LUMO in eV: 5.48


Density functional theory data (ωB97M-V/def2-TZVPD) for a molecular structure, C26H56B4FNO11 at a distorted geometry.

Geometry (Å):
C1 -2.64 1.58 -2.30
C2 -1.87 0.73 -1.22
F1 -0.82 0.03 -1.86
C3 -2.80 -0.31 -0.50
B1 -2.59 -0.33 1.08
O1 -3.18 0.57 2.01
B2 -2.25 1.01 3.01
O2 -1.11 0.24 3.41
B3 -0.68 -0.48 2.26
B4 0.83 -0.41 1.54
O3 1.29 -1.58 0.83
N1 1.67 0.80 1.58
C4 2.89 0.63 0.73
C5 0.96 1.99 1.06
O4 -1.69 -1.30 1.64
H1 -2.30 1.36 -3.33
H2 -3.71 1.27 -2.25
H3 -2.61 2.66 -2.05
H4 -1.46 1.46 -0.48
H5 -2.48 -1.32 -0.87
H6 -3.88 -0.19 -0.73
H7 -2.35 2.07 3.52
H8 0.81 -1.61 -0.01
H9 2.66 0.29 -0.31
H10 3.39 1.62 0.64
H11 3.57 -0.06 1.28
H12 1.68 2.85 1.15
H13 0.07 2.27 1.66
H14 0.72 1.91 -0.04
C6 -6.29 1.41 3.07
C7 -5.71 2.80 3.10
O5 -4.51 2.98 3.08
C8 -6.67 3.95 3.15
H15 -5.49 0.68 3.04
H16 -6.88 1.24 3.97
H17 -6.92 1.29 2.19
H18 -7.28 3.89 4.06
H19 -7.32 3.94 2.27
H20 -6.12 4.89 3.17
C9 6.13 1.96 -2.73
C10 6.17 1.77 -1.24
O6 5.19 1.37 -0.64
C11 7.45 2.11 -0.53
H21 5.15 1.68 -3.11
H22 6.32 3.01 -2.98
H23 6.88 1.32 -3.20
H24 7.69 3.16 -0.68
H25 8.26 1.48 -0.90
H26 7.33 1.93 0.54
C12 10.63 0.58 4.00
C13 9.68 0.64 2.83
O7 9.82 1.47 1.95
C14 8.56 -0.35 2.80
H27 11.39 1.35 3.89
H28 10.08 0.75 4.93
H29 11.12 -0.39 4.03
H30 7.92 -0.22 3.67
H31 8.96 -1.37 2.77
H32 7.96 -0.19 1.90
C15 7.63 -3.71 -0.44
C16 6.90 -2.46 -0.02
O8 6.82 -2.14 1.14
C17 6.26 -1.64 -1.11
H33 8.04 -4.20 0.44
H34 6.95 -4.40 -0.94
H35 8.45 -3.45 -1.11
H36 5.51 -2.24 -1.64
H37 7.02 -1.29 -1.81
H38 5.76 -0.78 -0.66
C18 -10.82 1.36 2.79
C19 -9.96 1.35 1.55
O9 -9.00 2.07 1.45
C20 -10.36 0.40 0.45
H39 -10.42 2.08 3.50
H40 -11.84 1.64 2.54
H41 -10.81 0.37 3.26
H42 -11.36 0.65 0.09
H43 -10.33 -0.62 0.81
H44 -9.66 0.50 -0.38
C21 -6.55 -1.59 -2.40
C22 -8.02 -1.79 -2.14
O10 -8.50 -1.53 -1.06
C23 -8.87 -2.32 -3.26
H45 -6.07 -1.21 -1.51
H46 -6.09 -2.55 -2.67
H47 -6.41 -0.88 -3.22
H48 -8.51 -3.31 -3.56
H49 -8.83 -1.64 -4.11
H50 -9.90 -2.41 -2.93
C24 2.76 -2.74 -3.11
C25 3.63 -2.75 -4.34
O11 4.60 -2.04 -4.43
C26 3.24 -3.69 -5.45
H51 3.16 -2.02 -2.39
H52 1.75 -2.44 -3.37
H53 2.75 -3.73 -2.64
H54 2.24 -3.44 -5.82
H55 3.25 -4.72 -5.09
H56 3.95 -3.60 -6.27

Charge: 0
Multiplicity: 1
ΔE to the lowest compared entry with this formula, charge and spin in kcal/mol: 40.1
Total energy in Eh: -2106.1864
Gap between HOMO and LUMO in eV: 9.38


Density functional theory data (ωB97M-V/def2-TZVPD) for 2 unconnected molecules or ions with the total composition C26H56BO6P2 at a distorted geometry.

Geometry (Å):
C1 -4.70 2.07 -4.77
C2 -5.56 1.36 -5.82
C3 -5.48 -0.16 -5.80
C4 -5.83 -0.79 -4.43
C5 -5.38 -2.26 -4.30
C6 -4.04 -2.56 -3.57
O1 -3.14 -2.94 -4.66
C7 -2.50 -1.80 -5.07
O2 -1.85 -1.77 -5.99
O3 -2.77 -0.77 -4.21
C8 -3.20 -1.45 -3.03
P1 -3.74 -0.47 -1.57
O4 -3.54 0.96 -1.81
B1 -1.78 -2.07 -2.48
O5 -1.60 -3.40 -2.24
O6 -0.82 -1.14 -2.21
C9 0.52 -1.44 -2.63
C10 0.84 -0.98 -4.06
H1 -4.48 3.10 -5.03
H2 -5.25 2.09 -3.83
H3 -3.76 1.58 -4.56
H4 -6.59 1.70 -5.77
H5 -5.19 1.67 -6.80
H6 -6.27 -0.50 -6.46
H7 -4.55 -0.54 -6.21
H8 -6.91 -0.79 -4.39
H9 -5.50 -0.14 -3.62
H10 -6.16 -2.78 -3.74
H11 -5.33 -2.66 -5.31
H12 -4.27 -3.37 -2.89
H13 -5.14 -0.68 -1.45
H14 -3.13 -0.94 -0.38
H15 -1.06 -3.81 -2.92
H16 1.18 -0.90 -1.97
H17 0.78 -2.49 -2.51
H18 -0.01 -0.54 -4.57
H19 1.59 -0.20 -4.01
H20 1.29 -1.77 -4.64
C11 1.44 4.47 1.69
C12 1.31 3.77 3.04
C13 2.67 3.31 3.58
C14 3.25 2.05 2.93
P2 2.53 0.46 3.34
C15 2.47 0.42 5.15
C16 3.75 0.67 5.98
C17 4.84 -0.41 5.96
C18 4.35 -1.83 6.24
C19 3.66 -0.84 2.82
C20 3.97 -1.16 1.35
C21 2.81 -1.67 0.50
C22 2.05 -2.85 1.08
C23 0.80 0.17 2.93
C24 0.15 0.15 1.53
C25 0.63 1.17 0.48
C26 -0.41 2.25 0.20
H21 1.91 3.82 0.94
H22 0.45 4.74 1.31
H23 2.03 5.38 1.77
H24 0.61 2.93 2.97
H25 0.88 4.48 3.75
H26 2.59 3.16 4.66
H27 3.39 4.13 3.45
H28 4.29 1.97 3.27
H29 3.34 2.18 1.84
H30 1.99 -0.51 5.46
H31 1.76 1.21 5.43
H32 3.43 0.81 7.01
H33 4.20 1.62 5.67
H34 5.58 -0.14 6.72
H35 5.40 -0.38 5.03
H36 4.09 -1.95 7.29
H37 5.13 -2.55 6.00
H38 3.48 -2.10 5.64
H39 3.40 -1.76 3.35
H40 4.63 -0.52 3.22
H41 4.77 -1.91 1.34
H42 4.38 -0.26 0.88
H43 3.17 -1.92 -0.50
H44 2.14 -0.82 0.34
H45 2.65 -3.76 1.03
H46 1.13 -3.02 0.53
H47 1.77 -2.70 2.13
H48 0.23 0.88 3.54
H49 0.57 -0.80 3.38
H50 -0.93 0.26 1.67
H51 0.24 -0.85 1.12
H52 0.83 0.65 -0.46
H53 1.58 1.62 0.79
H54 -1.27 1.80 -0.31
H55 0.00 3.02 -0.46
H56 -0.77 2.71 1.11

Charge: +1
Multiplicity: 1
Total energy in Eh: -2183.1117
Gap between HOMO and LUMO in eV: 9.66


Density functional theory data (ωB97M-V/def2-TZVPD) for 4 unconnected molecules or ions with the total composition C26H56F3NO11P at a distorted geometry.

Geometry (Å):
C1 5.62 0.54 3.01
C2 5.10 -0.74 2.07
C3 4.80 -1.98 3.11
C4 3.79 -0.23 1.22
C5 4.23 1.16 0.43
C6 3.30 -1.30 0.05
O1 2.25 -2.20 0.53
N1 1.16 -2.19 -0.26
C7 -0.14 -2.13 0.58
C8 -0.38 -3.62 1.14
C9 -1.20 -3.87 2.51
O2 -1.90 -2.76 3.13
C10 -0.29 -4.65 3.68
F1 0.54 -3.74 4.48
F2 -1.33 -5.21 4.63
F3 0.42 -5.85 3.14
O3 -1.12 -1.55 -0.32
C11 -2.50 -1.55 0.14
C12 -2.95 -0.16 0.96
C13 -2.84 1.07 -0.15
C14 -4.54 -0.19 1.43
C15 -5.61 -0.38 0.21
C16 -4.76 -1.25 2.68
C17 0.26 -0.97 1.70
O4 0.70 -1.20 2.94
O5 0.18 0.48 1.30
P1 1.14 -3.42 -1.51
O6 2.16 -2.95 -2.66
O7 1.76 -5.00 -0.99
O8 -0.38 -3.72 -2.29
H1 6.37 1.24 2.43
H2 4.68 1.20 3.31
H3 6.14 0.18 4.00
H4 6.01 -1.00 1.35
H5 5.84 -2.45 3.44
H6 4.30 -1.51 4.09
H7 4.09 -2.79 2.64
H8 2.93 -0.01 1.99
H9 4.23 2.08 1.15
H10 3.57 1.40 -0.51
H11 5.33 0.98 0.04
H12 2.93 -0.68 -0.88
H13 4.23 -1.95 -0.28
H14 0.68 -4.15 1.25
H15 -0.94 -4.24 0.28
H16 -2.05 -4.68 2.27
H17 -2.61 -3.18 3.73
H18 -2.87 -2.49 0.73
H19 -3.17 -1.52 -0.84
H20 -2.33 0.03 1.93
H21 -1.73 1.36 -0.40
H22 -3.50 2.01 0.15
H23 -3.34 0.65 -1.15
H24 -4.75 0.89 1.90
H25 -5.91 0.61 -0.34
H26 -5.31 -1.17 -0.60
H27 -6.61 -0.79 0.71
H28 -5.78 -1.05 3.24
H29 -3.88 -1.08 3.43
H30 -4.80 -2.32 2.20
H31 2.76 -4.87 -1.03
H32 -0.78 -4.61 -2.05
C18 6.22 -5.54 1.49
C19 4.98 -6.15 0.85
C20 5.14 -7.65 0.66
O9 4.75 -5.54 -0.42
H33 7.10 -5.69 0.86
H34 6.09 -4.46 1.61
H35 6.41 -5.99 2.48
H36 4.10 -5.95 1.47
H37 5.99 -7.88 0.00
H38 4.25 -8.08 0.18
H39 5.30 -8.16 1.61
H40 5.53 -5.71 -0.98
C21 -2.88 5.04 -1.38
C22 -4.30 5.02 -1.93
C23 -4.89 6.42 -2.00
O10 -5.12 4.22 -1.08
H41 -2.86 5.45 -0.36
H42 -2.48 4.03 -1.32
H43 -2.23 5.64 -2.02
H44 -4.31 4.57 -2.92
H45 -4.93 6.89 -1.01
H46 -5.91 6.39 -2.39
H47 -4.29 7.06 -2.66
H48 -5.12 4.62 -0.20
C24 -1.27 8.09 -5.91
C25 -2.56 8.35 -5.15
C26 -3.34 9.50 -5.78
O11 -2.26 8.67 -3.80
H49 -0.61 8.96 -5.88
H50 -0.71 7.27 -5.44
H51 -1.46 7.82 -6.95
H52 -3.18 7.44 -5.15
H53 -2.76 10.43 -5.75
H54 -4.26 9.68 -5.22
H55 -3.60 9.28 -6.82
H56 -1.71 9.47 -3.79

Charge: -1
Multiplicity: 1
Total energy in Eh: -2547.3170
Gap between HOMO and LUMO in eV: 6.53


Density functional theory data (ωB97M-V/def2-TZVPD) for 6 unconnected molecules or ions with the total composition C26H56N3O9P2 at a distorted geometry.

Geometry (Å):
C1 3.36 -0.74 0.12
C2 2.26 -1.37 1.00
P1 0.94 -2.36 0.22
C3 1.54 -3.12 -1.33
C4 1.70 -2.28 -2.62
C5 -0.66 -1.47 -0.09
C6 -1.82 -2.25 0.08
C7 -1.75 -3.69 0.55
O1 -2.32 -3.98 1.56
O2 -1.06 -4.56 -0.21
C8 -3.09 -1.71 -0.10
O3 -4.22 -2.43 0.07
C9 -3.19 -0.40 -0.47
N1 -2.10 0.34 -0.61
N2 -2.30 1.72 -0.95
C10 -2.85 1.82 -2.07
O4 -3.40 1.91 -3.06
C11 -0.85 -0.13 -0.43
P2 0.55 1.09 -0.54
N3 1.10 1.48 0.86
H1 4.26 -1.36 0.19
H2 3.10 -0.71 -0.93
H3 3.65 0.23 0.50
H4 2.76 -2.09 1.65
H5 1.82 -0.64 1.67
H6 2.48 -3.61 -1.09
H7 0.85 -3.92 -1.55
H8 1.04 -2.63 -3.41
H9 1.49 -1.22 -2.48
H10 2.73 -2.34 -2.97
H11 -0.32 -4.88 0.34
H12 -4.45 -2.90 -0.74
H13 -4.19 0.01 -0.63
H14 0.02 2.15 -1.27
H15 1.48 0.45 -1.37
H16 1.03 2.47 1.08
C12 -8.15 -0.74 -3.22
C13 -7.42 0.09 -2.18
C14 -7.51 1.58 -2.47
O5 -6.04 -0.32 -2.11
H17 -7.72 -0.57 -4.21
H18 -8.08 -1.80 -2.99
H19 -9.21 -0.47 -3.26
H20 -7.83 -0.12 -1.19
H21 -7.06 1.80 -3.44
H22 -6.98 2.16 -1.72
H23 -8.55 1.91 -2.49
H24 -5.66 -0.15 -2.98
C15 2.42 4.53 5.03
C16 2.62 3.37 4.06
C17 4.09 3.12 3.78
O6 1.92 3.63 2.84
H25 2.83 5.45 4.61
H26 1.36 4.69 5.22
H27 2.92 4.33 5.98
H28 2.17 2.47 4.47
H29 4.55 4.00 3.32
H30 4.22 2.29 3.08
H31 4.64 2.89 4.70
H32 2.29 4.43 2.45
C18 5.71 -1.67 5.36
C19 5.06 -0.77 4.33
C20 3.61 -0.47 4.69
O7 5.13 -1.36 3.03
H33 5.19 -2.63 5.41
H34 6.75 -1.88 5.09
H35 5.70 -1.22 6.36
H36 5.62 0.16 4.26
H37 3.03 -1.39 4.72
H38 3.16 0.18 3.94
H39 3.53 0.02 5.66
H40 4.64 -2.20 3.07
C21 -6.48 5.29 1.69
C22 -6.33 4.14 0.70
C23 -4.88 3.91 0.32
O8 -7.11 4.39 -0.47
H41 -6.12 6.22 1.24
H42 -7.53 5.44 1.94
H43 -5.92 5.11 2.60
H44 -6.74 3.23 1.15
H45 -4.47 4.80 -0.16
H46 -4.80 3.08 -0.38
H47 -4.27 3.69 1.20
H48 -6.78 5.19 -0.88
C24 4.55 -3.36 -5.36
C25 6.05 -3.45 -5.15
C26 6.64 -4.68 -5.82
O9 6.34 -3.46 -3.75
H49 4.05 -4.23 -4.93
H50 4.15 -2.47 -4.87
H51 4.30 -3.32 -6.43
H52 6.53 -2.55 -5.54
H53 6.21 -5.59 -5.40
H54 7.72 -4.72 -5.65
H55 6.46 -4.67 -6.89
H56 5.94 -4.25 -3.37

Charge: +1
Multiplicity: 1
Total energy in Eh: -2548.0276
Gap between HOMO and LUMO in eV: 6.72


Which value of charge does entry 3 give?
+1


What is the charge in the first record?
-1